61
Properties=species:S:1:pos:R:3 method="wB97M-V/def2-TZVPD" mol_weight_da=407.50 fmax_ha_per_bohr=0.1317 gap_ev=7.51 lumo_energy_ev=2.10 total_charge=-1
S -1.95 -2.76 1.24
O -2.89 -7.26 2.33
O 3.78 1.15 -2.40
O -5.12 -4.44 -0.91
O -2.21 -2.03 -0.22
O -1.06 -3.95 1.18
O 3.92 0.00 0.40
O -1.40 -1.82 2.33
O 2.30 5.29 -2.32
O -3.29 -3.21 1.71
O -1.68 1.99 3.18
C 4.33 2.43 -2.67
C 1.12 4.19 1.37
C 1.82 2.14 0.11
C 1.94 5.15 -3.69
C 2.17 3.25 0.97
C 0.03 0.74 -1.26
C -6.25 -3.88 -0.27
C -0.58 2.93 0.02
C 4.78 -1.13 0.31
C -0.37 -0.39 -0.24
C -0.24 4.06 0.89
C -0.99 -1.69 -0.90
C -3.00 1.79 2.68
C 0.43 1.98 -0.36
C -1.51 -7.52 2.17
H -1.61 2.76 -0.37
H -3.45 2.76 2.49
H -0.93 -6.93 2.89
H -6.17 -2.79 -0.26
H 3.22 3.35 1.33
H -7.15 -4.17 -0.82
H 5.46 -1.02 -0.54
H -6.32 -4.26 0.76
H -1.30 1.11 3.33
H 3.94 2.78 -3.63
H -0.82 1.08 -1.90
H -1.17 -1.58 -2.01
H 5.35 -1.25 1.23
H 0.96 0.50 -1.85
H 1.40 5.02 2.06
H -2.96 1.22 1.74
H 4.16 -2.02 0.16
H 0.48 -0.73 0.41
H -1.07 4.75 1.19
H 5.42 2.37 -2.72
H 2.67 6.17 -2.21
H 2.53 1.35 -0.24
H 4.14 0.86 -1.54
H -3.02 -6.31 2.16
H 1.53 4.15 -3.84
H 4.04 3.14 -1.89
H -1.16 0.03 0.44
H -1.20 -7.27 1.15
H -0.26 -2.55 -0.77
H -3.60 1.25 3.41
H -4.34 -4.17 -0.40
H 2.83 5.27 -4.32
H -1.33 -8.58 2.35
H 4.49 0.77 0.54
H 1.19 5.89 -3.95

=====

20
Properties=species:S:1:pos:R:3 method="wB97M-V/def2-TZVPD" mol_weight_da=134.22 fmax_ha_per_bohr=0.0326 gap_ev=7.16 lumo_energy_ev=3.96 e_above_lowest_kcal_mol=25.5 total_charge=-1
S -0.37 1.28 1.47
O -1.26 -1.70 1.59
N 0.66 2.37 -1.41
C -1.27 -3.62 0.27
C -0.95 -1.44 -0.91
C 1.19 2.14 1.09
C -1.11 -2.27 0.35
C 1.63 1.99 -0.38
H -0.09 -0.75 -0.83
H -1.24 -4.17 -0.68
H 2.00 1.73 1.73
H -1.85 -0.81 -1.03
H -0.85 -2.08 -1.80
H 0.62 3.36 -1.38
H 2.00 0.95 -0.54
H -1.03 -0.73 1.56
H -1.34 -4.18 1.21
H 1.07 3.20 1.34
H 2.49 2.67 -0.54
H -0.28 2.06 -1.10

=====

18
Properties=species:S:1:pos:R:3 method="wB97M-V/def2-TZVPD" mol_weight_da=160.20 fmax_ha_per_bohr=0.0684 smiles="OSc1ncc[nH]1.CC=O" gap_ev=8.55 lumo_energy_ev=0.59 e_above_lowest_kcal_mol=65.3 total_charge=0
S 0.68 0.67 2.29
O 0.17 2.62 -0.69
O 1.44 0.84 0.86
N 0.17 -1.62 1.08
N -1.37 -0.94 2.57
C 0.14 2.42 -1.88
C -0.28 -0.66 1.92
C 0.78 1.22 -2.53
C -1.80 -2.16 2.04
C -0.83 -2.63 1.16
H 1.55 1.63 -3.06
H 0.99 1.46 0.37
H -2.73 -2.58 2.47
H 0.05 0.64 -3.07
H 0.98 -1.36 0.46
H 1.28 0.56 -1.81
H -1.01 -3.30 0.43
H -0.24 3.21 -2.61

=====

23
Properties=species:S:1:pos:R:3 method="wB97M-V/def2-TZVPD" mol_weight_da=122.21 spin_multiplicity=2 fmax_ha_per_bohr=0.0407 gap_ev="10.16 / 6.29" lumo_energy_ev="-4.42 / -8.31" e_above_lowest_kcal_mol=16.4 total_charge=+1
C 1.60 1.36 0.19
C 0.64 -0.44 1.52
C 0.23 1.78 2.21
C -2.36 -0.37 -1.03
C 1.44 0.00 0.39
C 0.93 2.22 1.04
C 0.15 0.42 2.47
C -1.56 -1.24 -1.99
C 1.77 -1.03 -0.67
H -1.93 -0.48 -0.04
H -3.41 -0.67 -0.98
H 0.55 -1.52 1.62
H 1.19 -1.88 -0.33
H -1.93 -1.53 -2.98
H -0.38 0.07 3.34
H -0.60 -0.79 -2.22
H -0.25 2.62 2.69
H 2.16 1.81 -0.62
H 1.02 3.28 0.84
H 2.86 -1.16 -0.63
H -2.36 0.65 -1.41
H -1.36 -2.29 -1.69
H 1.60 -0.82 -1.72

=====

18
Properties=species:S:1:pos:R:3 method="wB97M-V/def2-TZVPD" mol_weight_da=273.95 spin_multiplicity=3 fmax_ha_per_bohr=0.0710 gap_ev="6.84 / 7.54" lumo_energy_ev="-3.76 / -7.76" e_above_lowest_kcal_mol=24.0 total_charge=+1
Ag 3.47 -1.83 1.78
O -2.13 0.17 1.09
O 2.93 0.51 -1.30
O 1.81 -0.15 0.57
O -3.90 0.74 -0.19
O -0.29 -1.47 0.22
O -1.90 0.63 -1.03
O 3.44 -1.36 -0.23
C -2.64 0.63 0.05
C -0.50 0.74 -0.71
C 2.69 -0.38 -0.36
C -0.23 -0.13 0.51
H 0.03 0.38 -1.60
H 2.36 1.29 -1.18
H -0.09 0.30 1.50
H -4.43 0.14 0.36
H -0.34 -2.01 1.02
H -0.27 1.79 -0.50

=====

101
Properties=species:S:1:pos:R:3 method="wB97M-V/def2-TZVPD" mol_weight_da=892.18 spin_multiplicity=5 fmax_ha_per_bohr=0.0180 gap_ev="8.34 / 5.95" lumo_energy_ev="-1.66 / -4.73" e_above_lowest_kcal_mol=40.5 total_charge=+1
Pd 0.17 0.38 -0.73
Se 0.92 -2.39 -1.21
Se 0.77 -2.12 2.69
P -2.85 0.46 0.94
P 1.85 0.74 -2.60
Si -1.13 4.74 -2.90
O 1.28 0.90 -4.10
O -1.37 0.16 0.99
O 2.38 2.15 -2.11
O 3.26 0.05 -2.95
N -3.28 2.04 1.02
N -3.61 -0.27 2.23
N -3.54 -0.07 -0.48
N 1.74 -0.02 0.69
C -0.02 -3.38 1.42
C -4.45 0.43 3.21
C -2.84 4.64 -3.65
C -3.61 0.45 4.49
C 3.36 -1.10 -3.79
C -5.28 -1.66 -0.45
C 3.42 2.88 -2.78
C -3.82 2.83 -0.10
C -0.82 3.18 -1.96
C -2.63 -0.73 4.34
C -5.00 -0.16 -0.53
C -0.62 2.11 -1.40
C 5.16 0.40 1.80
C -2.97 -1.35 2.97
C -0.98 6.22 -1.77
C -0.11 0.82 -4.44
C 2.99 1.96 0.93
C 0.88 -3.71 0.24
C -4.16 -2.25 -1.31
C 0.18 4.84 -4.24
C 1.33 -3.46 4.00
C -2.65 2.91 2.02
C -3.63 4.27 0.36
C 5.27 1.79 1.69
C 2.87 0.54 1.03
C 3.98 -0.23 1.49
C 4.19 2.56 1.26
C -2.99 -1.24 -1.18
C -2.41 4.21 1.27
C -0.35 -3.28 -2.38
H 0.55 -4.63 -0.25
H 4.38 2.39 -2.63
H 2.06 -4.14 3.58
H -3.11 5.59 -4.11
H -2.62 -0.94 -2.16
H 1.77 -2.92 4.83
H -0.98 -3.00 1.10
H 6.20 2.28 1.95
H -3.59 4.39 -2.91
H -4.50 4.61 0.92
H -0.46 1.82 -4.70
H 4.28 3.63 1.18
H -5.36 0.25 -1.47
H -1.50 4.12 0.67
H -2.15 -1.65 -0.61
H -1.86 6.34 -1.13
H -0.03 5.65 -4.94
H -0.19 0.16 -5.30
H -4.74 1.41 2.84
H 2.14 2.53 0.57
H 1.91 -3.84 0.56
H -0.53 -2.63 -3.24
H -3.25 2.62 -1.01
H -3.51 4.94 -0.49
H 4.42 -1.27 -3.95
H -3.06 1.39 4.57
H -0.19 -4.30 1.99
H 0.46 -4.00 4.36
H 0.08 -4.22 -2.72
H -0.11 6.15 -1.11
H -2.74 -1.46 5.14
H -2.88 3.88 -4.44
H -5.45 0.40 0.29
H 3.87 -1.30 1.58
H -5.18 -1.99 0.59
H -4.47 -2.33 -2.35
H -3.87 -3.25 -0.97
H -0.88 7.13 -2.36
H 0.21 3.91 -4.82
H -6.27 -1.93 -0.81
H -4.24 0.36 5.38
H -1.29 -3.46 -1.86
H -2.09 -1.70 2.45
H -4.87 2.59 -0.27
H -0.70 0.45 -3.60
H -5.36 -0.16 3.36
H -3.68 -2.18 3.08
H 6.00 -0.18 2.15
H -2.32 5.07 1.93
H 1.17 5.01 -3.82
H 2.92 -1.97 -3.30
H -1.60 -0.39 4.34
H 2.87 -0.92 -4.75
H -3.33 3.08 2.87
H 3.20 2.95 -3.85
H -1.73 2.45 2.40
H 3.42 3.87 -2.34